DFT (the ωB97M-V functional and the def2-TZVPD basis) results for the ion C4H5N2O3 with charge +1 in a non-equilibrium geometry.

XYZ file:
```
14
Properties=species:S:1:pos:R:3:nbo_charge:R:1
C -0.49 0.53 1.63 0.058
N -0.50 0.04 0.45 -0.008
O -0.98 -1.20 0.32 -0.330
N -0.02 -2.15 1.35 0.765
O -0.10 -3.19 1.00 -0.117
O 0.42 -1.50 2.17 -0.226
C 0.02 0.58 -0.74 0.048
C 0.93 1.32 -1.20 -0.080
C -0.02 0.72 -2.25 -0.354
H -1.04 -0.03 2.49 0.282
H 0.06 1.52 1.70 0.261
H 1.85 1.90 -1.18 0.266
H -0.59 1.45 -2.86 0.227
H 0.45 0.04 -2.87 0.208
```

The charge is +1. Its SMILES is C=[N+](O[N+](=O)[O-])C1=CC1. The energy above the lowest of the compared OMol25 structures with the same formula, charge and spin is 237.3 kcal/mol.